Record 1
39
Properties=species:S:1:pos:R:3:lowdin_spin:R:1 method="wB97M-V/def2-TZVPD" s2=8.784 orbital_gap_ev="7.06 / 2.84" total_charge=+1 multiplicity=6 e_homo_ev="-10.335 / -10.272"
Ir -0.416 0.634 -0.083 2.41
C -2.752 1.566 1.970 0.02
C -2.713 0.877 0.755 0.04
C -2.493 1.600 -0.447 0.00
C -2.344 2.995 -0.390 0.05
C -2.405 3.657 0.826 0.02
C -2.603 2.944 2.002 0.05
H -2.930 1.022 2.885 0.00
H -3.002 -0.169 0.713 0.01
H -2.688 1.125 -1.407 0.00
H -2.220 3.556 -1.305 0.00
H -2.323 4.732 0.858 0.00
H -2.662 3.466 2.944 0.00
Br 2.477 -0.358 6.432 0.04
C 2.151 -0.411 4.590 0.13
C 2.886 -1.298 3.779 0.16
Br 4.171 -2.430 4.540 0.06
C 2.646 -1.346 2.410 0.26
Br 3.491 -2.591 1.295 0.14
C 1.716 -0.480 1.787 0.10
O 1.493 -0.482 0.549 0.33
C 0.959 0.457 2.632 0.12
O 0.123 1.219 2.075 0.35
C 1.193 0.428 4.026 0.25
Br 0.165 1.594 5.071 0.12
Cl 1.573 -3.131 -6.293 0.01
C 1.046 -2.540 -4.779 0.02
C 0.735 -3.440 -3.746 0.00
C 0.264 -2.981 -2.542 0.02
Cl -0.044 -4.048 -1.253 0.01
C 0.010 -1.570 -2.297 0.01
O -0.610 -1.213 -1.269 0.14
C 0.471 -0.673 -3.337 0.02
C 0.504 0.742 -3.119 0.01
O 0.227 1.379 -2.104 0.10
C 0.944 -1.175 -4.556 0.00
H 0.877 -4.500 -3.890 0.00
H 0.845 1.326 -3.990 0.00
H 1.241 -0.481 -5.331 0.00

Record 2
2
Properties=species:S:1:pos:R:3:mulliken_charge:R:1 method="wB97M-V/def2-TZVPD" de_lowest_kcal_mol=128.8 orbital_gap_ev=6.19 e_homo_ev=-8.576
C 0.000 0.000 1.150 0.00
C 0.000 0.000 -1.150 0.00

Record 3
2
Properties=species:S:1:pos:R:3:mulliken_charge:R:1 method="wB97M-V/def2-TZVPD" de_lowest_kcal_mol=158.2 orbital_gap_ev=6.00 e_homo_ev=-8.231
C 0.000 0.000 1.275 0.00
C 0.000 0.000 -1.275 0.00